# 1
Formula: CH4IOP
Source: the OMol25 dataset
Level of theory: ωB97M-V/def2-TZVPD

Calculated values
* HOMO-LUMO gap: 8.88 eV
* energy above the lowest of the compared OMol25 structures with the same formula, charge and spin: 151.2 kJ/mol
* strongest force on any atom: 6.07 eV/A
* SMILES: C=O.PI
* E_LUMO: -0.3 eV

Geometry as XYZ:
```
8
CH4IOP (ωB97M-V/def2-TZVPD)
C 0.29297 2.02474 -0.31553
O -0.44750 2.10760 0.54982
H 0.94127 1.12775 -0.34271
H 0.34455 2.73953 -1.15951
P 0.55728 -1.68840 0.38360
I -0.50204 -3.05290 -1.34192
H 1.73855 -1.53113 -0.37978
H 1.02780 -2.39786 1.35626
```

***

# 2
Formula: CH4InN2O
Source: the OMol25 dataset
Level of theory: ωB97M-V/def2-TZVPD

Calculated values
* HOMO-LUMO gap: 3.80 eV
* energy above the lowest of the compared OMol25 structures with the same formula, charge and spin: 101.4 kJ/mol
* strongest force on any atom: 1.32 eV/A
* net charge: +3
* E_LUMO: -21.1 eV

Geometry as XYZ:
```
9
CH4InN2O (ωB97M-V/def2-TZVPD)
In 0.49111 -2.84514 -2.68634
C -0.11101 -0.20636 0.18711
O -0.05017 -1.37406 -0.21326
N 0.58478 0.29172 1.28105
N -0.81985 0.78646 -0.38667
H 0.77276 1.29291 1.24308
H 1.25328 -0.31926 1.77415
H -1.49462 0.64428 -1.14800
H -0.62627 1.72945 -0.05111
```

***

# 3
Formula: CH4N2O
Source: the OMol25 dataset
Level of theory: ωB97M-V/def2-TZVPD

Calculated values
* HOMO-LUMO gap (alpha / beta): 7.26 / 9.90 eV
* energy above the lowest of the compared OMol25 structures with the same formula, charge and spin: 715.8 kJ/mol
* strongest force on any atom: 3.14 eV/A
* E_LUMO (alpha / beta): -1.0 / 0.5 eV

Geometry as XYZ:
```
8
CH4N2O (ωB97M-V/def2-TZVPD)
C -1.50877 -0.53320 -0.02752
N 1.66418 -0.02171 0.20883
N 0.86422 0.85018 0.16367
O 2.74759 -0.31920 -0.20142
H -0.89765 -1.25541 -0.69377
H -1.63191 -0.83233 1.05534
H -2.25495 0.20690 -0.53326
H 1.01728 1.90478 0.02813
```

***

# 4
Formula: CH4N2O
Source: the OMol25 dataset
Level of theory: ωB97M-V/def2-TZVPD

Calculated values
* HOMO-LUMO gap: 10.67 eV
* energy above the lowest of the compared OMol25 structures with the same formula, charge and spin: 32.3 kJ/mol
* strongest force on any atom: 4.19 eV/A
* SMILES: NC(N)=O
* E_LUMO: 0.7 eV

Geometry as XYZ:
```
8
CH4N2O (ωB97M-V/def2-TZVPD)
N -0.30272 -0.37912 -1.22620
C -0.03007 0.15260 0.03548
N 0.77015 -0.62977 0.73849
O -0.49391 1.17265 0.52624
H -0.16431 -1.42579 -1.36885
H -1.00056 0.09476 -1.78055
H 0.84898 -0.34702 1.73378
H 1.17563 -1.55649 0.40682
```

***

# 5
Formula: CH4N2O
Source: the OMol25 dataset
Level of theory: ωB97M-V/def2-TZVPD

Calculated values
* HOMO-LUMO gap: 10.27 eV
* energy above the lowest of the compared OMol25 structures with the same formula, charge and spin: 519.5 kJ/mol
* strongest force on any atom: 7.31 eV/A
* SMILES: [H]/N=C/NO
* E_LUMO: 0.7 eV

Geometry as XYZ:
```
8
CH4N2O (ωB97M-V/def2-TZVPD)
H 1.17116 0.26760 2.12499
N 1.54824 0.47530 1.01730
C 0.36629 -0.10330 0.56247
N -0.26709 0.31065 -0.68344
O -1.33406 -0.62718 -0.83175
H -0.28461 -0.49596 1.41481
H 0.61919 0.23212 -1.36750
H -1.99909 0.13189 -1.23010
```

***

# 6
Formula: CH4N2O
Source: the OMol25 dataset
Level of theory: ωB97M-V/def2-TZVPD

Calculated values
* HOMO-LUMO gap: 10.90 eV
* energy above the lowest of the compared OMol25 structures with the same formula, charge and spin: 398.5 kJ/mol
* strongest force on any atom: 5.54 eV/A
* SMILES: [H]/N=C\ON
* E_LUMO: 0.6 eV

Geometry as XYZ:
```
8
CH4N2O (ωB97M-V/def2-TZVPD)
H 0.13338 -1.51749 -0.45437
N 1.10575 -1.19113 -0.38216
C 1.10134 0.03975 -0.15374
O 0.18576 0.89066 0.24011
N -1.22428 0.08272 0.00388
H 2.00872 0.77409 0.26904
H -1.73858 0.81690 -0.48704
H -1.57210 0.10450 0.96427
```

***

# 7
Formula: CH4N2O
Source: the OMol25 dataset
Level of theory: ωB97M-V/def2-TZVPD

Calculated values
* HOMO-LUMO gap (alpha / beta): 9.34 / 8.21 eV
* energy above the lowest of the compared OMol25 structures with the same formula, charge and spin: 521.6 kJ/mol
* strongest force on any atom: 4.26 eV/A
* E_LUMO (alpha / beta): -0.1 / -0.5 eV

Geometry as XYZ:
```
8
CH4N2O (ωB97M-V/def2-TZVPD)
C 1.24074 -0.16202 -0.04773
N -2.34921 0.16402 0.05851
N -1.33803 -0.35537 0.07745
O 0.33033 0.79603 -0.01218
H 2.35067 0.09045 -0.30640
H 0.90867 -0.95322 -0.83583
H 1.36466 -0.72612 0.88854
H -2.50782 1.14622 0.17765
```

***

# 8
Formula: CH4N2O
Source: the OMol25 dataset
Level of theory: ωB97M-V/def2-TZVPD

Calculated values
* HOMO-LUMO gap: 10.97 eV
* energy above the lowest of the compared OMol25 structures with the same formula, charge and spin: 411.6 kJ/mol
* strongest force on any atom: 3.96 eV/A
* SMILES: [H]/N=C\NO
* E_LUMO: 0.6 eV

Geometry as XYZ:
```
8
CH4N2O (ωB97M-V/def2-TZVPD)
H -1.72926 0.70998 0.77629
N -1.75334 -0.12774 0.24989
C -0.63844 -0.31334 -0.36843
N 0.49738 0.66124 -0.38059
O 1.61942 -0.29905 0.18731
H -0.21042 -1.19877 -0.78335
H 0.19339 1.37034 0.47359
H 1.41331 -0.34356 1.16043
```

***

# 9
Formula: CH4N2O2
Source: the OMol25 dataset
Level of theory: ωB97M-V/def2-TZVPD

Calculated values
* HOMO-LUMO gap: 10.57 eV
* energy above the lowest of the compared OMol25 structures with the same formula, charge and spin: 482.9 kJ/mol
* strongest force on any atom: 8.16 eV/A
* SMILES: CN[N+](=O)[O-]
* E_LUMO: 0.5 eV

Geometry as XYZ:
```
9
CH4N2O2 (ωB97M-V/def2-TZVPD)
C -0.95422 -0.49520 0.07106
N 0.49302 -0.44600 0.29903
N 1.00557 0.87800 0.03201
O 1.23942 1.61046 0.88823
O 1.03900 1.12618 -1.15153
H -1.32174 -0.05594 0.84834
H -1.20788 -0.17814 -1.13212
H -1.37102 -1.41422 0.25009
H 1.07785 -1.02514 -0.10511
```

***

# 10
Formula: CH4N2O2
Source: the OMol25 dataset
Level of theory: ωB97M-V/def2-TZVPD

Calculated values
* HOMO-LUMO gap: 10.36 eV
* energy above the lowest of the compared OMol25 structures with the same formula, charge and spin: 393.9 kJ/mol
* strongest force on any atom: 5.90 eV/A
* SMILES: C/[N+]([O-])=N/O
* E_LUMO: 0.7 eV

Geometry as XYZ:
```
9
CH4N2O2 (ωB97M-V/def2-TZVPD)
C -0.39265 0.38719 0.34003
N 0.42150 -0.37495 -0.47213
O 0.27219 -0.34399 -1.69161
N 1.21998 -1.08801 0.20633
O 1.92441 -2.07505 -0.49211
H 0.13003 1.25144 0.71269
H -0.86395 -0.37946 1.09185
H -1.37907 0.68236 -0.16227
H 1.72544 -1.89825 -1.39080
```

***

Copy entry 9 word for word.
Formula: CH4N2O2
Source: the OMol25 dataset
Level of theory: ωB97M-V/def2-TZVPD

Calculated values
* HOMO-LUMO gap: 10.57 eV
* energy above the lowest of the compared OMol25 structures with the same formula, charge and spin: 482.9 kJ/mol
* strongest force on any atom: 8.16 eV/A
* SMILES: CN[N+](=O)[O-]
* E_LUMO: 0.5 eV

Geometry as XYZ:
```
9
CH4N2O2 (ωB97M-V/def2-TZVPD)
C -0.95422 -0.49520 0.07106
N 0.49302 -0.44600 0.29903
N 1.00557 0.87800 0.03201
O 1.23942 1.61046 0.88823
O 1.03900 1.12618 -1.15153
H -1.32174 -0.05594 0.84834
H -1.20788 -0.17814 -1.13212
H -1.37102 -1.41422 0.25009
H 1.07785 -1.02514 -0.10511
```

***

Which value of energy above the lowest of the compared OMol25 structures with the same formula, charge and spin does entry 4 give?
32.3 kJ/mol

***

What is the strongest force on any atom in the fifth record?
7.31 eV/A